(1)
ORCA calculation (the ωB97M-V functional and the def2-TZVPD basis) on the molecule C8H11I in a non-equilibrium geometry.

```
! wB97M-V def2-TZVPD RIJCOSX def2/J DEFGRID3
* xyz 0 1
C 1.48763 0.00617 -1.40006
C 2.00874 1.16870 -0.73096
C 0.37377 -0.59548 -0.93309
C 0.56666 0.72562 1.07181
C -0.26551 -0.18110 0.29337
C -0.26248 -1.72595 -1.73703
C 0.07117 1.60265 2.17532
C -1.82343 -0.15219 0.42313
I 4.05336 1.51343 -0.60996
H 1.92088 -0.47275 -2.29698
H 0.11783 -1.00264 1.09256
H -1.11322 -1.37585 -2.45342
H -0.96150 -2.46421 -1.14893
H 0.48808 -2.15817 -2.40877
H 0.89543 1.72924 2.91923
H -0.69655 1.17280 2.72380
H -0.35388 2.62133 1.75076
H -2.11229 0.83469 0.84371
H -2.10025 -0.98522 1.05838
H -2.29444 -0.26107 -0.63287
*
```

Results
- HOMO energy (alpha / beta): -7.19 / -6.99 eV
- DFT total energy: -16567.6690 eV
- HOMO-LUMO gap (alpha / beta): 6.9 / 7.0 eV
- Molar mass: 234.1 g mol⁻¹



(2)
ORCA calculation (the ωB97M-V functional and the def2-TZVPD basis) on a cluster of 16 separate species, C24H46Cl31NO2 in total in a non-equilibrium geometry.

```
! wB97M-V def2-TZVPD RIJCOSX def2/J DEFGRID3
* xyz 0 1
C -2.40967 1.93558 -1.86433
C -2.14201 0.53730 -1.20765
Cl -0.96251 0.80281 0.16904
C -1.80773 -0.66777 -2.11125
C -0.61955 -0.62650 -3.10473
C -0.85885 0.26493 -4.41467
C 0.17958 1.41686 -4.59754
N 0.64148 2.04416 -3.33374
C 1.25340 1.09666 -2.33964
C 0.81674 -0.38587 -2.51042
C 1.12731 -1.26635 -1.23125
O 0.71251 -2.43728 -1.22839
O 1.75233 -0.76360 -0.25427
H -1.78794 2.72594 -1.37255
H -3.46416 2.24638 -1.65775
H -2.27856 2.00059 -2.96374
H -3.08849 0.27445 -0.67477
H -2.73456 -0.91546 -2.69651
H -1.65556 -1.56093 -1.45245
H -0.55260 -1.65724 -3.52291
H -0.73071 -0.38140 -5.31809
H -1.91814 0.61336 -4.48444
H -0.34346 2.21829 -5.18110
H 1.04194 1.11746 -5.23466
H 1.38799 2.70285 -3.59339
H -0.08516 2.64255 -2.91849
H 2.35611 1.12050 -2.53005
H 1.12213 1.51786 -1.32308
H 1.51253 -0.81069 -3.28445
C 1.16480 -1.89341 2.95779
Cl 0.75952 -0.73447 4.23793
Cl 1.62657 -3.46444 3.62453
H 0.29783 -2.02448 2.31743
H 1.99457 -1.50119 2.37707
C 3.62813 4.57578 -3.09443
Cl 3.68022 3.55509 -4.54227
Cl 2.31512 5.75245 -3.18818
H 3.47279 3.94450 -2.22371
H 4.57198 5.10496 -3.00302
C 3.20202 9.70549 -2.12453
Cl 2.31432 8.84161 -0.86440
Cl 4.72411 8.89337 -2.51471
H 2.58838 9.74961 -3.01929
H 3.41977 10.71005 -1.77493
C -1.73354 -2.10157 6.42856
Cl -2.30665 -3.72179 6.01203
Cl -3.06738 -1.06441 6.95626
H -1.01010 -2.18073 7.23466
H -1.26658 -1.65506 5.55475
C -1.25603 -2.07725 -8.23366
Cl -3.01809 -1.97933 -8.29428
Cl -0.55002 -0.56535 -7.64332
H -0.96998 -2.88309 -7.56369
H -0.87822 -2.27317 -9.23288
C -6.60062 0.07626 6.05081
Cl -7.82228 -1.19391 6.19375
Cl -7.18965 1.61266 6.69802
H -5.71621 -0.22289 6.60389
H -6.35365 0.20744 5.00003
C -3.95708 -0.65390 2.03617
Cl -5.01281 -0.10410 3.34617
Cl -2.73967 -1.78847 2.61847
H -4.56365 -1.14631 1.28116
H -3.45415 0.20761 1.60458
C 4.56482 -3.80744 1.02409
Cl 5.46371 -2.72649 2.09971
Cl 5.49166 -5.26854 0.65864
H 3.63577 -4.09120 1.50941
H 4.35278 -3.28279 0.09749
C -1.19169 -4.84355 -3.25301
Cl -2.07831 -6.34441 -2.96611
Cl -2.15359 -3.70053 -4.20861
H -0.94988 -4.38489 -2.29710
H -0.27903 -5.07138 -3.79451
C -2.51108 2.28501 -8.32275
Cl -3.09581 3.60600 -9.33725
Cl -2.30081 2.80790 -6.64205
H -3.23212 1.47326 -8.34879
H -1.55492 1.94267 -8.70571
C 6.90188 -1.00753 5.23905
Cl 5.85075 -0.50230 6.57026
Cl 8.13671 -2.14337 5.78928
H 6.29467 -1.49078 4.48118
H 7.38871 -0.13061 4.82296
C 2.51517 1.03225 -10.12520
Cl 1.96307 -0.59028 -10.55646
Cl 1.16172 2.07747 -9.67243
H 3.19868 0.95923 -9.28470
H 3.02363 1.46868 -10.97944
C 4.33895 2.15445 9.00843
Cl 3.78052 0.53965 8.55835
Cl 3.00151 3.17092 9.55717
H 5.06399 2.06365 9.81156
H 4.80132 2.61894 8.14241
C -9.75385 -2.76556 9.37947
Cl -10.18502 -1.60140 10.63774
Cl -9.30925 -4.32874 10.07531
H -10.60600 -2.90340 8.72080
H -8.90934 -2.37814 8.81581
C 4.04226 -3.55759 7.59558
Cl 3.19341 -4.43215 8.87756
Cl 5.54403 -4.37095 7.14174
H 3.39721 -3.49923 6.72322
H 4.27872 -2.55841 7.94877
*
```

Results
- HOMO energy: -8.22 eV
- DFT total energy: -419413.6233 eV
- HOMO-LUMO gap: 7.7 eV
- Molar mass: 1479.7 g mol⁻¹